[1]
Computed, not measured: an isolated molecule of C18H19ClN4O2S, with the ωB97M-V functional and the def2-TZVPD basis.

XYZ file:
```
45
Properties=species:S:1:pos:R:3:forces:R:3
Cl -4.505849 -3.290123 -2.203316 -0.22 0.02 -0.12
S 1.605237 2.412261 1.558003 -0.14 -0.14 -0.45
O -2.912033 -2.046579 3.885311 -0.20 -0.24 -0.05
O -0.435779 -0.391364 -2.000140 -0.02 -0.01 -0.13
N 2.473157 4.280094 -1.967765 0.09 0.17 0.04
N -0.492538 -1.173580 0.145796 0.01 0.03 0.07
N 0.403306 0.026846 1.966696 -0.08 -0.22 0.54
N -0.563344 -2.016234 2.325997 -0.33 -0.36 -0.17
C -2.366457 -2.256221 -0.945563 0.03 -0.11 0.09
C -0.212489 -1.014061 1.483922 0.27 0.32 0.10
C -1.126080 -2.354932 -0.330959 -0.24 -0.53 -0.23
C 1.621226 2.960145 -0.104499 -0.14 -0.28 0.15
C -1.105201 -4.720027 -0.715412 -0.04 -0.02 0.01
C 1.310527 3.813610 -2.704371 -0.10 -0.14 -0.09
C 2.215894 4.263860 -0.538367 -0.06 0.25 0.02
C -0.488802 -3.585473 -0.219578 0.00 0.24 -0.08
C 3.693921 3.583017 -2.319776 -0.01 0.03 0.06
C -0.150805 -0.202484 -0.835672 0.17 0.20 0.09
C 0.775199 0.969249 1.086168 -0.15 0.01 -0.68
C 0.934848 2.350486 -2.421249 0.07 0.24 -0.07
C -0.549932 -1.805033 3.754491 -0.37 0.23 0.31
C 0.532620 0.928804 -0.279349 0.18 0.13 0.59
C -2.963106 -3.403837 -1.440795 0.27 0.01 0.19
C -2.343914 -4.638831 -1.327797 -0.03 0.06 -0.03
C 1.022185 2.087896 -0.952804 0.16 0.23 0.05
C -1.857447 -1.171943 4.235191 0.47 0.21 0.05
H 0.286893 -1.149886 3.992957 -0.06 -0.14 0.09
H 1.520167 5.081997 -0.308990 0.11 -0.03 0.06
H -0.072959 2.133890 -2.778025 0.05 -0.02 -0.07
H 4.536391 4.111160 -1.872972 0.08 -0.05 -0.03
H 0.483103 -3.643391 0.246051 0.08 0.01 0.04
H -2.847863 -1.297268 -1.049240 -0.04 0.07 -0.02
H 1.608587 1.668042 -2.947174 -0.07 -0.03 -0.06
H -1.283768 -2.649058 2.006439 0.11 0.06 -0.04
H 0.476021 4.462298 -2.423480 -0.03 -0.02 -0.07
H -1.813308 -1.024294 5.321614 0.04 0.01 -0.08
H 3.809140 3.604074 -3.402150 0.06 -0.03 -0.06
H 1.504994 3.952076 -3.770206 -0.08 0.03 0.02
H 3.146984 4.463581 -0.002776 -0.01 0.05 -0.03
H -2.823926 -5.520742 -1.720711 -0.07 -0.07 -0.04
H -1.985481 -0.195655 3.748874 0.06 -0.07 0.08
H -3.744051 -1.686368 4.206709 0.05 -0.02 -0.06
H -0.423308 -2.778049 4.232880 0.05 0.08 0.04
H -0.612689 -5.676478 -0.631980 0.04 -0.09 0.01
H 3.720731 2.538523 -1.981980 0.03 -0.06 -0.02
```
Forces are in eV/Å.

## Properties
Kohn-Sham gap	8.233	eV
total charge	0
SMILES	CN1CCc2c(sc3nc(NCCO)n(-c4cccc(Cl)c4)c(=O)c23)C1
LUMO level	0.020	Eh

Results of the Löwdin charge analysis, in e, for atoms 1 through 8:
1. Cl 0.69
2. S 1.10
3. O -0.07
4. O 0.09
5. N -0.22
6. N 0.12
7. N 0.11
8. N 0.07



[2]
Computed, not measured: an isolated molecule of C18H19F3N2O2S, with the ωB97M-V functional and the def2-TZVPD basis.

XYZ file:
```
45
Properties=species:S:1:pos:R:3:forces:R:3
S -2.952140 -0.652398 -0.363908 0.31 0.20 0.14
F 4.023330 -1.546771 1.087766 -0.08 0.05 -0.02
F 0.958380 1.462618 -0.840580 0.10 -0.09 0.01
F -0.524170 4.470714 1.122856 -0.04 -0.11 -0.04
O -3.841136 -1.070889 0.679860 0.14 -0.06 0.24
O -3.460867 -0.572823 -1.704537 0.22 0.14 -0.04
N -1.582300 -1.609739 -0.287159 -0.79 0.53 -0.06
N 1.200727 -2.167567 0.045184 0.01 0.05 0.05
C 3.759747 -0.468892 0.327925 0.01 0.31 -0.19
C -2.248275 0.935165 0.077848 -0.25 -0.56 -0.30
C 2.225277 1.039978 -0.628142 0.30 -0.07 0.09
C -1.613953 3.164955 -0.499919 0.08 0.09 0.22
C -1.744717 1.088942 1.355849 0.00 0.15 0.10
C 0.730144 -3.277778 0.840439 -0.20 -0.07 0.28
C 2.432222 -0.091019 0.149647 -0.08 0.08 0.05
C 3.257622 1.763866 -1.197070 -0.17 0.07 -0.06
C 4.819731 0.225642 -0.224543 0.02 -0.22 0.14
C -1.158873 2.288737 1.718729 0.00 0.05 -0.06
C 4.560814 1.347618 -0.992767 -0.18 -0.06 0.06
C -1.728223 -2.944129 0.254601 -0.21 -0.30 0.59
C -0.736647 -1.428016 -1.444900 0.40 0.12 -0.42
C -1.099930 3.304352 0.777901 -0.11 -0.08 -0.12
C -2.193136 1.957237 -0.849404 -0.06 -0.05 -0.04
C 0.657989 -2.081375 -1.286815 -0.13 0.10 -0.04
C 1.310373 -0.900652 0.747080 0.13 0.00 -0.11
C -0.708170 -3.180720 1.368633 0.15 -0.08 -0.40
H 1.563980 -1.122173 1.787108 -0.09 0.05 -0.02
H 1.359204 -1.509325 -1.904861 -0.10 -0.08 -0.10
H 5.376540 1.900106 -1.430953 0.08 0.05 -0.04
H -1.218139 -1.828746 -2.347937 0.09 0.08 0.03
H 0.380891 -0.315918 0.728029 0.14 -0.07 0.09
H -0.638477 -0.348387 -1.577119 0.15 -0.03 -0.15
H -2.606081 1.789629 -1.831340 -0.02 0.05 -0.14
H -0.953586 -4.108782 1.887087 -0.01 -0.04 0.10
H 5.826926 -0.115461 -0.047281 0.09 -0.06 0.04
H -0.750103 2.446201 2.704273 0.03 0.03 0.09
H -0.786304 -2.360663 2.083900 -0.06 0.01 0.09
H 0.823947 -4.175735 0.222917 0.02 -0.04 0.05
H 3.029186 2.636024 -1.788010 -0.05 0.09 -0.06
H 1.416261 -3.386937 1.686062 -0.01 -0.09 -0.03
H -1.830655 0.270071 2.052189 0.07 -0.07 0.17
H -2.736930 -3.001102 0.668296 0.12 -0.24 -0.05
H -1.548795 3.984237 -1.197530 0.01 0.09 -0.06
H 0.628274 -3.098579 -1.682457 0.02 0.05 -0.05
H -1.629185 -3.700543 -0.532998 -0.06 0.04 -0.03
```
Forces are in eV/Å.

## Properties
Kohn-Sham gap	9.227	eV
total charge	0
SMILES	O=S(=O)(c1ccc(F)cc1)N1CCCN(Cc2c(F)cccc2F)CC1
LUMO level	0.025	Eh

Results of the Löwdin charge analysis, in e, for atoms 1 through 8:
1. S 0.68
2. F 0.08
3. F 0.07
4. F 0.07
5. O -0.28
6. O -0.28
7. N -0.24
8. N -0.16



[3]
Computed, not measured: an isolated molecule of C18H19F3N2O4, with the ωB97M-V functional and the def2-TZVPD basis.

XYZ file:
```
46
Properties=species:S:1:pos:R:3:forces:R:3
F 5.178257 2.914041 -0.497115 -0.21 -0.05 -0.12
F 6.725502 1.439052 -0.246302 -0.02 -0.23 -0.09
F 6.886168 2.911566 -1.812450 -0.10 -0.14 -0.19
O -2.086156 0.065312 -1.383032 -0.12 0.06 -0.06
O -1.791207 -1.920434 -0.388157 0.20 -0.30 0.18
O -3.718239 -1.849747 2.308933 -0.08 -0.15 0.25
O 5.478398 1.182228 -3.320809 0.04 0.07 0.22
N -3.420338 0.092626 1.135361 0.02 0.51 -0.26
N 2.696666 -1.442045 -1.677480 -0.05 -0.04 -0.04
C 0.929832 -0.835941 -0.109731 0.14 0.01 -0.04
C -3.594960 3.448867 2.587156 0.00 -0.01 -0.02
C -4.113774 1.869734 4.310490 0.02 0.15 -0.05
C -3.939388 3.180805 3.902097 -0.02 0.07 0.12
C 0.099179 -0.950960 -1.403555 -0.20 -0.14 0.05
C 3.587260 -0.566279 -2.127978 0.51 0.41 0.05
C 0.430148 -2.269405 -2.110296 0.04 0.16 -0.03
C 4.343303 0.322382 -1.419888 -0.51 -0.48 0.13
C -3.427164 2.412914 1.689095 -0.01 -0.07 0.02
C -3.948733 0.823202 3.420469 -0.02 -0.21 0.03
C 5.259206 1.153190 -2.125909 0.30 0.32 -0.24
C -3.470763 -1.247721 1.289692 0.22 -0.34 -0.66
C -1.375510 -0.859989 -1.072991 0.41 0.37 -0.39
C -3.603494 1.093531 2.100900 -0.04 0.12 0.30
C -3.170390 -1.999952 -0.025759 -0.53 0.00 0.15
C 2.283100 -1.540660 -0.299137 -0.11 0.16 0.36
C 1.892938 -2.240024 -2.579357 -0.15 -0.37 -0.27
C 6.027259 2.117767 -1.179343 0.39 0.43 0.16
H 3.038419 -1.106412 0.352308 0.00 -0.12 -0.02
H 2.192748 -2.602348 -0.052248 0.07 0.05 0.03
H 1.959854 -1.810731 -3.580595 0.03 -0.01 0.07
H -0.221840 -2.413123 -2.972035 0.00 -0.09 0.00
H -3.372793 -3.060714 0.127762 0.01 0.23 0.04
H 0.330910 -0.114370 -2.069684 -0.12 -0.07 0.10
H 4.281432 0.436023 -0.351102 -0.06 -0.04 0.13
H 1.081145 0.217051 0.128034 -0.01 0.00 0.05
H -4.382627 1.654297 5.333684 -0.02 -0.03 0.08
H 0.255188 -3.093221 -1.418116 -0.01 -0.04 -0.04
H 2.288895 -3.262572 -2.619860 -0.05 0.07 -0.07
H -3.456434 4.468167 2.259067 0.01 0.08 -0.04
H 0.398161 -1.301412 0.720659 0.01 0.03 0.03
H -4.070974 3.990835 4.603231 -0.01 0.07 0.06
H -3.788788 -1.600411 -0.836718 0.10 -0.10 0.07
H 3.747367 -0.571426 -3.200271 -0.07 -0.04 -0.09
H -3.194836 0.443363 0.207656 -0.04 -0.30 0.14
H -4.085414 -0.195800 3.740750 0.00 -0.02 -0.01
H -3.157510 2.618745 0.662576 0.03 0.03 -0.11
```
Forces are in eV/Å.

## Properties
Kohn-Sham gap	8.980	eV
total charge	0
SMILES	O=C(COC(=O)C1CCN(/C=C/C(=O)C(F)(F)F)CC1)Nc1ccccc1
LUMO level	0.009	Eh

Results of the Löwdin charge analysis, in e, for atoms 1 through 8:
1. F 0.13
2. F 0.13
3. F 0.16
4. O 0.11
5. O 0.03
6. O 0.09
7. O 0.09
8. N 0.14



[4]
Computed, not measured: a structure of composition C18H19F3N6ORuS2Se, with the ωB97M-V functional and the def2-TZVPD basis.

XYZ file:
```
51
Properties=species:S:1:pos:R:3:forces:R:3
Ru -0.539196 0.409989 0.127796 0.08 0.57 -0.08
Se 2.329789 0.785506 -2.110481 0.13 -0.10 0.02
S -3.045446 1.058639 0.077847 0.06 0.04 0.02
S 0.722260 0.452966 2.222913 -0.13 -0.10 -0.04
F 0.182342 -1.234519 5.633359 0.03 0.02 -0.03
F 1.003223 -3.155315 5.082102 -0.01 0.02 0.02
F 1.913469 -1.343049 4.343429 0.02 -0.02 -0.01
O 0.176818 1.940739 -0.809367 0.16 -0.20 -0.31
N -2.313612 0.232404 -2.403396 0.00 -0.08 0.06
N -4.126423 1.616235 -2.303839 -0.12 -0.09 0.01
N 0.862149 -1.502798 -0.592967 0.09 0.10 -0.05
N -1.324975 -0.418198 -1.699293 -0.03 0.01 0.02
N 5.026903 1.178140 -3.352726 0.01 0.00 0.03
N -1.047516 -1.159720 1.378604 -0.14 -0.18 0.15
C 0.049370 4.090046 -1.763413 0.00 0.02 -0.02
C -0.182102 -1.983037 3.420483 0.05 -0.03 0.05
C -0.787979 -1.479451 -2.284579 0.05 -0.01 -0.02
C -1.919993 -2.153952 1.304981 0.05 -0.05 0.00
C 0.305572 3.311161 -0.476949 -0.03 -0.12 0.20
C 3.985207 1.015642 -2.872341 -0.13 0.03 -0.08
C 1.905468 -2.083691 0.010035 -0.02 0.02 0.01
C 1.728522 3.556029 0.027695 -0.03 0.01 -0.01
C -1.093870 -3.023917 3.353179 0.01 -0.06 -0.03
C 2.480139 -3.260282 -0.406714 0.00 -0.01 -0.05
C -0.689714 3.733147 0.600382 -0.04 0.01 0.02
C 1.939349 -3.888749 -1.559282 0.03 -0.02 0.03
C 0.879749 -3.321479 -2.196796 -0.02 0.04 -0.02
C -1.984988 -3.116695 2.294997 0.00 0.02 -0.01
C -0.195477 -1.009675 2.412854 -0.09 0.02 0.07
C 0.317964 -2.108765 -1.702741 -0.01 -0.03 0.00
C -3.102246 0.935041 -1.664007 0.02 0.01 0.04
C 0.737518 -1.916671 4.604935 -0.07 0.03 0.00
H -0.957563 3.876973 -2.125992 0.00 0.00 0.01
H 1.874987 4.609422 0.278372 0.00 0.00 0.00
H -0.536052 4.784692 0.855943 -0.02 0.00 0.02
H 1.916507 2.953245 0.918130 0.01 0.00 0.00
H -3.975042 1.753231 -3.290779 0.03 0.03 -0.01
H 2.366842 -4.813411 -1.928439 0.01 0.01 -0.01
H -4.481777 2.409481 -1.799705 0.04 0.05 -0.01
H 0.759525 3.785076 -2.534345 0.01 0.00 0.01
H 0.150457 5.165135 -1.595243 -0.01 0.00 -0.01
H 2.299736 -1.549432 0.869497 -0.01 0.00 0.00
H -0.553855 3.131735 1.502591 0.03 0.03 0.01
H -2.704395 -3.919327 2.230891 0.01 -0.01 0.00
H 2.460383 3.275153 -0.731798 0.00 0.02 0.00
H 3.332244 -3.668457 0.117584 -0.01 -0.01 0.01
H 0.440046 -3.779509 -3.074872 0.01 0.00 -0.01
H -1.211219 -1.835618 -3.217374 -0.01 0.01 0.00
H -2.559846 -2.152869 0.431748 0.00 0.01 0.00
H -1.714916 3.590546 0.261796 0.00 0.00 -0.03
H -1.098332 -3.771786 4.135299 0.00 0.01 -0.01
```
Forces are in eV/Å.

## Properties
Kohn-Sham gap (spin up / spin down)	5.263 / 5.054	eV
total charge	-1
multiplicity	6
⟨S²⟩	8.798
LUMO level (spin up / spin down)	0.099 / 0.013	Eh

Results of the Löwdin charge analysis, in e, for atoms 1 through 8:
1. Ru 1.10
2. Se 0.90
3. S 0.52
4. S 0.64
5. F 0.13
6. F 0.12
7. F 0.12
8. O -0.51



Taking the records one at a time from the top gives DFT total energy values of -1925.24490, -1655.06866, -1407.42208, -4693.42209 a.u..
Taking the records one at a time from the top gives maximum force values of 0.698, 0.956, 0.779, 0.585 eV Å⁻¹.